Entry 1:
The following is a DFT calculation (ωB97M-V/def2-TZVPD) of a single C5H3NO molecule in a non-equilibrium geometry.

XYZ file:
```
10
Properties=species:S:1:pos:R:3:forces:R:3
C 0.9580 0.3494 -1.7200 3.841 7.232 -6.767
C 0.3167 0.1178 -0.4962 0.568 0.627 0.640
C -0.8137 -0.7381 -0.3022 0.072 0.014 -0.225
C -1.0202 -0.5997 0.9950 1.126 -0.018 1.673
C 0.6845 0.7477 0.7095 -2.304 -3.686 -2.028
H -1.4189 -1.4101 -0.9251 0.754 0.681 -0.015
H -1.5117 -1.1261 1.7176 -2.065 -1.351 1.202
H 1.4577 1.3968 0.9595 0.954 0.889 0.498
N 1.4534 1.1027 -2.5929 -3.264 -6.057 5.790
O -0.1056 0.1596 1.6549 0.317 1.669 -0.767
```
Forces are in eV/Å.

The energy above the lowest of the compared OMol25 structures with the same formula, charge and spin is 1.398 eV. The frontier orbital gap comes out at 9.8 eV. Its SMILES is N#Cc1ccoc1.

***

Entry 2:
The following is a DFT calculation (ωB97M-V/def2-TZVPD) of 2 unconnected molecules or ions with the total composition C3H10OSi in a non-equilibrium geometry.

XYZ file:
```
15
Properties=species:S:1:pos:R:3:forces:R:3
C 1.3419 -1.8379 0.3868 -3.868 -0.086 1.419
C 1.8742 0.5447 0.6691 0.246 -0.503 -0.021
C 0.9927 -0.4138 0.8062 -0.182 -1.759 -0.227
O -2.9378 1.1678 -1.5976 -1.489 -0.460 -1.771
Si -1.7336 0.8205 -0.5927 -0.094 2.231 0.043
H 0.6174 -2.1052 -0.3870 -0.211 -0.204 -0.063
H 2.2355 -1.8373 -0.1239 2.422 -0.468 -0.399
H 1.1249 -2.6087 1.2171 1.011 1.202 -1.197
H 1.6820 1.4935 1.0446 -0.322 1.797 0.255
H 2.8312 0.3586 0.2177 0.362 -0.086 0.065
H -0.0417 -0.2545 1.1443 0.633 0.069 0.341
H -3.5662 1.8614 -1.4545 -0.153 0.348 0.142
H -1.9051 2.0593 0.2618 0.125 -1.063 1.147
H -0.5482 1.3542 -1.2234 0.961 -0.798 -0.400
H -1.9672 -0.6026 -0.3684 0.560 -0.218 0.666
```
Forces are in eV/Å.

The energy above the lowest of the compared OMol25 structures with the same formula, charge and spin is 1.840 eV. The frontier orbital gap comes out at 10.4 eV. Its SMILES is O[SiH3].C=CC.

***

Entry 3:
The following is a DFT calculation (ωB97M-V/def2-TZVPD) of a molecular structure, C11H14CuN4O7 in a non-equilibrium geometry.

XYZ file:
```
37
Properties=species:S:1:pos:R:3:forces:R:3
Cu 0.3255 -1.6300 0.1839 0.268 -0.225 -0.111
O -5.7097 -0.1668 -0.2018 0.001 0.136 -0.023
C -4.5184 -0.2729 -0.0637 0.026 -0.131 0.064
C -3.7154 -0.0771 1.2076 0.111 -0.030 -0.315
O -4.0818 0.4695 2.2407 -0.061 0.100 0.205
C -2.4350 -0.6541 0.9314 0.564 -0.269 0.198
C -2.2492 -1.0230 -0.4138 -0.031 -0.027 -0.080
O -1.2108 -1.4991 -0.9443 -0.585 0.230 -0.019
C -3.5167 -0.6965 -1.1379 0.069 0.137 0.031
O -3.7101 -0.6862 -2.3283 -0.038 -0.136 -0.007
O -1.4541 -0.8089 1.8406 -0.778 -0.724 -2.017
N 1.5377 0.0051 1.0768 -0.008 0.012 -0.025
C 2.1046 -0.6956 2.2319 0.129 -0.446 -0.255
C 3.2475 0.0561 2.8874 0.032 -0.001 -0.072
C 2.7803 1.3033 3.6155 0.458 0.211 0.170
C 2.0734 0.9972 4.9300 -0.172 0.104 -0.076
N 0.6974 0.5479 4.7854 -0.195 0.035 0.246
C -0.3350 1.2861 4.2706 0.253 -0.053 0.101
N -0.1717 2.6644 4.3270 -0.098 -0.193 -0.025
N -1.3452 0.6714 3.7725 -0.095 1.068 0.908
C 2.5094 -2.1526 1.8322 -0.256 0.052 -0.055
O 3.4308 -2.6775 2.4537 0.138 -0.018 0.076
O 1.7900 -2.6858 0.9307 0.294 -0.035 0.131
H 2.2727 0.2376 0.4167 -0.021 0.059 0.025
H 1.0646 0.8591 1.3454 -0.044 -0.025 -0.037
H 1.2815 -0.8405 2.9386 0.111 0.015 -0.229
H 3.9757 0.3293 2.1153 -0.062 -0.024 -0.049
H 3.7786 -0.6206 3.5589 -0.069 0.014 0.066
H 2.1345 1.9182 2.9800 0.017 0.003 0.061
H 3.6533 1.9197 3.8530 -0.005 0.061 -0.010
H 2.1167 1.8686 5.5911 -0.112 -0.002 0.016
H 2.6078 0.2025 5.4536 -0.023 0.019 0.003
H 0.5540 -0.4391 4.6428 -0.026 0.057 0.099
H 0.4374 3.0205 5.0451 -0.027 -0.025 0.037
H -1.0268 3.1849 4.2226 0.012 0.018 -0.030
H -1.6114 -0.2184 2.6110 0.377 -0.210 0.816
H -2.1102 1.2775 3.4968 -0.151 0.241 0.180
```
Forces are in eV/Å.

The energy above the lowest of the compared OMol25 structures with the same formula, charge and spin is 0.659 eV. As for the charge: -1. The frontier orbital gap comes out at 6.8 eV.

***

Entry 4:
The following is a DFT calculation (ωB97M-V/def2-TZVPD) of a single C4H8O2 molecule in a non-equilibrium geometry.

XYZ file:
```
14
Properties=species:S:1:pos:R:3:forces:R:3
O -1.9772 -0.3345 1.0433 -0.009 0.010 -0.174
C -0.5714 -0.2068 1.0681 0.311 0.310 -0.012
C 0.0123 -0.4051 -0.2918 -0.041 -0.132 0.021
C -0.1623 0.7494 -1.2830 -0.335 0.061 -0.127
O 1.2414 1.0582 -1.2290 0.151 0.189 -0.141
C 1.4960 -0.0496 -0.3567 0.299 -0.236 0.139
H -2.0467 -0.7074 1.9094 -1.494 -0.334 0.701
H -0.2089 -0.9780 1.7498 0.560 -0.033 -0.007
H -0.3141 0.7720 1.4973 0.254 -0.018 -0.216
H -0.2765 -1.3909 -0.6675 0.122 0.150 -0.004
H -0.4826 0.4487 -2.2877 0.106 0.078 0.111
H -0.7869 1.5855 -0.9424 0.118 -0.131 -0.028
H 2.1379 -0.8113 -0.8096 0.024 0.132 -0.052
H 1.9389 0.2698 0.5997 -0.065 -0.047 -0.212
```
Forces are in eV/Å.

The energy above the lowest of the compared OMol25 structures with the same formula, charge and spin is 2.333 eV. The frontier orbital gap comes out at 10.5 eV. Its SMILES is OCC1COC1.

***

Entry 5:
The following is a DFT calculation (ωB97M-V/def2-TZVPD) of 2 unconnected molecules or ions with the total composition C4H10N3O2 in a non-equilibrium geometry.

XYZ file:
```
19
Properties=species:S:1:pos:R:3:forces:R:3
C -1.1627 0.4713 -0.1054 -1.422 0.157 0.999
C 1.9471 0.9861 2.8102 -0.722 0.949 0.079
C -0.6781 -0.8905 -2.1494 2.378 -2.785 1.118
C -0.2357 -0.5746 -0.6846 -0.631 0.656 -1.585
N -2.4188 0.2355 0.2193 1.104 3.370 1.703
N 1.4374 1.5544 3.7344 1.156 1.814 1.443
N 1.0727 0.3056 -0.7392 0.866 1.193 -1.992
O 2.2484 0.4365 1.8271 0.549 -0.729 -0.373
O 0.0714 -1.6369 0.1045 0.099 0.394 1.272
H -0.4430 -0.1082 -2.7798 0.784 1.718 -1.401
H -1.7087 -0.9946 -2.2600 -1.828 -0.443 0.278
H -0.1715 -1.8610 -2.5556 -0.735 1.736 0.801
H -3.0109 -0.5734 0.1553 -0.009 -0.727 -0.006
H -2.8198 1.0869 0.8158 0.596 -2.630 -2.068
H 1.8451 2.4053 4.2464 -0.926 -2.031 -1.079
H 1.6688 0.2374 0.1487 -1.018 0.189 -0.993
H 1.6650 0.0836 -1.5998 -0.718 -0.034 1.572
H 0.7348 1.3342 -0.9125 0.630 -2.245 0.938
H -0.0413 -2.4977 -0.2755 -0.153 -0.551 -0.707
```
Forces are in eV/Å.

The energy above the lowest of the compared OMol25 structures with the same formula, charge and spin is 2.755 eV. As for the charge: +1. The frontier orbital gap comes out at 9.4 eV.